<a>
# C4H8N2O3

The molecule C4H8N2O3 (ωB97M-V/def2-TZVPD, OMol25).

Values from the calculation:
**Highest occupied orbital energy**: -0.3398 hartree
**Kohn-Sham gap**: 9.15 eV
**Multiplicity**: 1
**SMILES**: NCC(=O)NCC(=O)O
**Lowest unoccupied orbital energy**: -0.10 eV

Atoms and positions in Å:
C (-1.2090, 1.9844, 0.5718)
C (-0.3752, 0.9463, 1.3010)
C (-0.2448, -0.5764, -0.6869)
C (0.5551, -1.8471, -0.9289)
H (-0.6451, 3.7817, -0.4498)
H (-0.2304, 2.0437, -1.2390)
H (-2.0634, 1.3810, 0.1405)
H (-1.5030, 2.8038, 1.3151)
H (0.8101, -0.6566, 1.0489)
H (0.3335, 0.0333, -1.6007)
H (-1.3733, -0.6098, -0.9266)
H (-0.7444, -2.2052, -2.4430)
N (-0.2754, 2.6613, -0.3533)
N (0.1054, -0.1060, 0.6015)
O (0.0359, 1.2019, 2.4136)
O (1.5509, -2.1101, -0.2687)
O (0.1943, -2.5296, -2.0356)

***

<b>
# C4H8N2O3

A cluster of 2 separate species, C4H8N2O3 in total (ωB97M-V/def2-TZVPD, OMol25).

Values from the calculation:
**Highest occupied orbital energy**: -0.3246 hartree
**Kohn-Sham gap**: 9.40 eV
**Multiplicity**: 1
**SMILES**: [H]/N=C/C(O)=N/O.CC=O
**Lowest unoccupied orbital energy**: 0.57 eV

Atoms and positions in Å:
C (-0.0209, -1.9573, -0.0562)
C (-0.2683, -0.6000, -0.4210)
C (1.7891, 1.0535, 0.2565)
C (1.7527, 0.2917, 1.4798)
N (-1.0992, -2.6491, 0.3238)
N (0.4194, -0.3314, -1.4271)
O (1.0457, -2.4548, -0.7258)
O (0.9048, 1.7385, -0.2350)
O (-1.1504, -3.8788, 0.0856)
H (-0.9591, 0.0078, 0.1579)
H (2.7711, 1.0319, -0.2397)
H (2.4814, -0.4506, 1.3771)
H (0.7302, -0.1034, 1.7486)
H (2.1897, 0.9535, 2.3630)
H (0.3605, 0.5537, -1.8479)
H (1.1641, -1.6121, -1.3755)
H (-0.3886, -4.1335, -0.5428)

***

<c>
# C4H8N2O3

A cluster of 2 separate species, C4H8N2O3 in total (ωB97M-V/def2-TZVPD, OMol25).

Values from the calculation:
**Highest occupied orbital energy**: -0.3422 hartree
**Kohn-Sham gap**: 9.81 eV
**Multiplicity**: 1
**SMILES**: [H]/N=C(/N)C(=O)O.CC=O
**Lowest unoccupied orbital energy**: 0.50 eV

Atoms and positions in Å:
C (2.4629, 0.1853, -0.0979)
C (1.3039, -0.2707, -0.9230)
O (0.8106, -1.3840, -0.8640)
H (0.9808, 0.4463, -1.6989)
H (2.7459, -0.5691, 0.6301)
H (2.1866, 1.1056, 0.4188)
H (3.2999, 0.4198, -0.7553)
C (-0.6497, 0.4071, 0.9181)
C (-1.8599, 0.1565, -0.1511)
N (-1.9701, -1.1161, -0.5475)
O (-0.4829, -0.6362, 1.7367)
N (-2.5354, 1.1388, -0.5542)
O (-0.2335, 1.5116, 1.1592)
H (0.0613, -0.3804, 2.4996)
H (-2.7369, -1.3512, -1.1543)
H (-1.1042, -1.6878, -0.4888)
H (-2.2794, 2.0244, -0.1276)

***

Winner for stability: <c>

***

<a>
# C4H8N2O3

The molecule C4H8N2O3 (ωB97M-V/def2-TZVPD, OMol25).

Values from the calculation:
**Highest occupied orbital energy**: -0.3593 hartree
**Kohn-Sham gap**: 10.21 eV
**Multiplicity**: 1
**SMILES**: NC(=O)C[C@H](N)C(=O)O
**Lowest unoccupied orbital energy**: 0.43 eV

Atoms and positions in Å:
C (-0.6745, 0.2017, -0.2777)
C (-1.0359, -1.2360, -0.2129)
C (0.5186, 0.5078, 0.6296)
C (1.5404, -0.4111, 0.3995)
H (-2.5319, 1.2353, -0.5585)
H (-1.4442, 2.0515, 0.1812)
H (-0.3792, 0.2150, -1.2772)
H (0.9413, 1.4668, 0.3840)
H (0.1370, 0.5328, 1.7023)
H (3.3336, -0.6056, -0.7418)
H (2.3142, 0.6636, -1.1483)
H (-2.5105, -0.5891, 0.6527)
N (-1.7746, 1.0916, 0.0321)
N (2.5455, 0.0074, -0.4450)
O (-0.4256, -2.1228, -0.6666)
O (1.6086, -1.5427, 0.8537)
O (-2.1626, -1.4661, 0.4927)

***

<b>
# C4H8N2O3

The molecule C4H8N2O3 (ωB97M-V/def2-TZVPD, OMol25).

Values from the calculation:
**Highest occupied orbital energy (spin up / spin down)**: -0.2792 / -0.2792 hartree
**Kohn-Sham gap (spin up / spin down)**: 7.54 / 7.54 eV
**Multiplicity**: 1
**Lowest unoccupied orbital energy (spin up / spin down)**: -0.06 / -0.06 eV

Atoms and positions in Å:
C (0.6013, -1.3406, -0.5766)
C (0.3556, -0.2579, -1.6043)
C (0.5802, -0.8222, 0.8114)
C (-0.9444, 1.0598, -0.0609)
N (-2.1428, 1.2895, 0.4076)
N (1.5055, -0.1681, 1.5046)
O (1.2339, 0.2010, 2.6777)
O (2.5339, 0.2537, 0.9189)
O (-0.8694, 0.4622, -1.2175)
H (-0.2495, -2.0688, -0.6505)
H (1.5046, -1.8820, -0.7054)
H (1.2346, 0.4676, -1.7815)
H (0.1415, -0.5817, -2.6446)
H (-0.1530, -1.1732, 1.4719)
H (-0.0914, 1.7188, 0.3011)
H (-2.2841, 2.2212, 0.8796)
H (-2.9565, 0.6206, 0.2686)

***

Winner for stability: <a>

***

<a>
# C2H7BrOSi

A cluster of 2 separate species, C2H7BrOSi in total (ωB97M-V/def2-TZVPD, OMol25).

Values from the calculation:
**Highest occupied orbital energy**: -0.3591 hartree
**Kohn-Sham gap**: 10.58 eV
**Multiplicity**: 1
**SMILES**: [SiH3]Br.CC=O
**Lowest unoccupied orbital energy**: 0.81 eV

Atoms and positions in Å:
C (0.8668, 0.7510, -1.9584)
C (1.3276, -0.4127, -1.2416)
O (1.1379, -0.5487, -0.0519)
Si (-1.8153, -0.9164, 1.8876)
Br (-1.0575, 1.1395, 1.6559)
H (1.7693, 1.2812, -2.3062)
H (0.2361, 1.4893, -1.3602)
H (0.4537, 0.5092, -2.8754)
H (1.8179, -1.2668, -1.7221)
H (-3.0318, -1.0816, 2.6724)
H (-0.9631, -1.7437, 2.5866)
H (-2.1022, -1.4685, 0.5353)

***

<b>
# C2H7BrOSi

A cluster of 2 separate species, C2H7BrOSi in total (ωB97M-V/def2-TZVPD, OMol25).

Values from the calculation:
**Highest occupied orbital energy (spin up / spin down)**: -0.2671 / -0.3211 hartree
**Kohn-Sham gap (spin up / spin down)**: 7.07 / 9.20 eV
**Multiplicity**: 1
**Lowest unoccupied orbital energy (spin up / spin down)**: -0.19 / 0.46 eV

Atoms and positions in Å:
C (0.8640, -0.9207, 1.2503)
C (0.5565, 0.1963, 0.3294)
O (0.1235, -0.1132, -0.8353)
Si (-0.9279, 0.7746, -1.7282)
Br (1.2858, 1.9125, 0.6794)
H (0.8881, -0.4877, 2.3405)
H (1.6273, -1.4778, 0.8874)
H (0.0694, -1.6506, 1.3038)
H (-1.2585, 0.7553, 1.5596)
H (-1.9485, 1.0139, -0.7644)
H (-0.7551, -0.1309, -2.8120)
H (-0.3833, 2.1609, -1.9029)

***

Winner for stability: <a>

***

<a>
# C3H4N2O2

The molecule C3H4N2O2 (ωB97M-V/def2-TZVPD, OMol25).

Values from the calculation:
**Highest occupied orbital energy**: -0.3682 hartree
**Kohn-Sham gap**: 10.57 eV
**Multiplicity**: 1
**SMILES**: O=C1NN=C[C@@H]1O
**Lowest unoccupied orbital energy**: 0.55 eV

Atoms and positions in Å:
C (-0.0363, 1.1864, 0.7326)
C (-0.4013, -0.7285, -0.6006)
C (0.6738, -0.1663, 0.4274)
N (-1.1149, 1.3310, 0.1158)
N (-1.4244, 0.1671, -0.6472)
O (-0.2407, -1.7334, -1.2554)
O (1.9449, -0.1058, -0.0575)
H (0.3148, 1.8208, 1.6014)
H (0.7034, -0.8762, 1.3323)
H (-2.3155, 0.0640, -1.1145)
H (1.8961, -0.9591, -0.5342)

***

<b>
# C3H4N2O2

The molecule C3H4N2O2 (ωB97M-V/def2-TZVPD, OMol25).

Values from the calculation:
**Highest occupied orbital energy**: -0.2783 hartree
**Kohn-Sham gap**: 7.99 eV
**Multiplicity**: 1
**SMILES**: [H]/N=c1\o[nH]cc1O
**Lowest unoccupied orbital energy**: 0.42 eV

Atoms and positions in Å:
C (0.3622, -0.5175, -0.0473)
C (0.2960, 0.0820, -1.2698)
C (-0.5213, 0.0915, 1.0218)
H (1.9698, -1.9242, -0.1542)
H (0.6983, -0.0322, -2.3603)
H (0.1300, 2.0437, -1.2160)
H (-1.8285, -0.1516, 2.2658)
N (-0.3713, 1.2014, -1.0011)
N (-0.9518, -0.5791, 1.9762)
O (1.1296, -1.4437, 0.3592)
O (-0.9129, 1.2297, 0.4258)

***

<c>
# C3H4N2O2

The molecule C3H4N2O2 (ωB97M-V/def2-TZVPD, OMol25).

Values from the calculation:
**Highest occupied orbital energy**: -0.3431 hartree
**Kohn-Sham gap**: 9.73 eV
**Multiplicity**: 1
**SMILES**: Cc1nnc(O)o1
**Lowest unoccupied orbital energy**: 0.40 eV

Atoms and positions in Å:
C (0.3740, 0.8255, -1.6786)
C (0.3401, 0.2452, -0.2956)
C (-0.3245, -0.6964, 1.5145)
H (0.3960, 0.0734, -2.3725)
H (-0.5081, 1.4754, -1.8130)
H (1.2494, 1.4746, -1.8455)
H (-1.7463, -1.8389, 1.6841)
N (1.3492, 0.3454, 0.6173)
N (0.8025, -0.1608, 1.8324)
O (-1.2263, -1.2615, 2.2531)
O (-0.7059, -0.4819, 0.1039)

***

Winner for stability: <c>